Record 1
Entry from the Open Molecules 2025 dataset: a cluster of 2 separate species, C4H6O2 in total (ωB97M-V with the def2-TZVPD basis set).

XYZ file:
```
12
Properties=species:S:1:pos:R:3:forces:R:3:lowdin_charge:R:1
O 2.0217 -0.4676 1.9557 -0.28 0.22 -0.24 0.045
O -1.4065 1.5532 0.3709 -0.22 0.51 -0.06 -0.067
C -0.7165 -0.7159 -0.4987 0.23 -0.31 -0.40 -0.038
C 0.2463 -0.3591 -1.2809 -0.25 -0.42 -0.03 -0.013
C 1.2487 -0.0276 1.1374 0.17 -0.19 0.07 -0.238
C 0.6558 -0.8952 0.0719 0.29 -0.30 0.21 -0.210
H 0.5859 -0.1378 -2.2774 0.04 0.12 0.10 0.104
H -2.1988 1.4485 -0.1707 0.02 0.17 0.15 0.048
H -1.7462 -0.9769 -0.3220 0.14 0.11 -0.02 0.115
H 0.9778 1.0496 1.1391 -0.03 -0.12 -0.05 0.120
H -0.6911 1.4462 -0.2722 -0.25 0.19 0.23 0.008
H 1.0229 -1.9174 0.1469 0.14 0.03 0.04 0.126
```
Forces are in eV/Å.

Results
E_HOMO   -9.4 eV
Gap between HOMO and LUMO   10.1 eV
Energy relative to the best compared isomer or geometry (same formula, charge and spin)   3.584 eV
SMILES string   O=CC1C=C1.O
Energy   -8336.8774 eV

***

Record 2
Entry from the Open Molecules 2025 dataset: the molecule C4H6O2 at a distorted geometry (ωB97M-V with the def2-TZVPD basis set).

XYZ file:
```
12
Properties=species:S:1:pos:R:3:forces:R:3:lowdin_charge:R:1
O 0.0064 1.5647 0.8022 -1.84 -1.01 1.13 0.066
O -2.4046 -1.5986 -0.3516 -0.75 -0.01 0.10 0.036
C -1.8743 -0.6448 0.1675 0.04 0.12 0.60 -0.301
C -0.4346 -0.6020 0.2265 0.15 -0.87 -0.80 -0.069
C 0.3727 0.4675 0.1284 -0.36 -1.10 0.29 -0.398
C 1.6634 0.3182 -0.5767 0.18 0.23 0.19 -0.004
H 1.9034 1.1785 -1.1934 0.13 0.16 0.06 0.094
H 2.4179 0.1647 0.1915 0.42 0.18 -0.11 0.097
H -2.4578 0.2031 0.5829 -0.21 -0.01 -0.25 0.121
H -0.0578 -1.5396 -0.1076 0.39 -0.51 -0.49 0.106
H -0.7411 1.0641 1.3311 1.74 2.57 -0.81 0.160
H 1.6064 -0.5758 -1.2008 0.11 0.26 0.09 0.092
```
Forces are in eV/Å.

Results
E_HOMO   -9.2 eV
Gap between HOMO and LUMO   9.6 eV
Energy relative to the best compared isomer or geometry (same formula, charge and spin)   1.991 eV
SMILES string   C/C(O)=C/C=O
Energy   -8338.4704 eV